C5H14 | ωB97M-V with the def2-TZVPD basis set

Summary:
Structure (SMILES) ... CCC.CC
HOMO energy ... -11.119 eV
Relative energy (zero: lowest compared OMol25 entry of this formula, charge and spin) ... 13.9 kcal/mol

Cartesian coordinates (Å):
C: -1.14 1.51 -2.77
C: -1.98 1.41 -1.49
H: -1.61 1.19 -3.70
H: -0.66 2.47 -2.93
H: -0.35 0.76 -2.69
H: -1.66 2.16 -0.77
H: -3.06 1.50 -1.59
H: -1.83 0.42 -1.05
C: 1.51 -0.71 1.27
C: 1.70 -2.03 1.94
C: 0.04 -0.22 1.15
H: 2.05 0.08 1.77
H: 1.80 -0.78 0.21
H: 1.40 -2.04 2.99
H: -0.58 -1.07 0.90
H: -0.20 0.26 2.10
H: -0.02 0.40 0.26
H: 1.20 -2.96 1.63
H: 2.77 -2.24 1.94

Results of the natural (NBO) charge analysis, in e, for atoms 1 through 8:
1. C -0.62
2. C -0.62
3. H 0.21
4. H 0.21
5. H 0.20
6. H 0.21
7. H 0.21
8. H 0.20

C5H14 | ωB97M-V with the def2-TZVPD basis set

Summary:
Structure (SMILES) ... CCC.CC
HOMO energy ... -10.964 eV
Relative energy (zero: lowest compared OMol25 entry of this formula, charge and spin) ... 34.1 kcal/mol

Cartesian coordinates (Å):
C: 2.29 -1.72 1.52
C: 1.30 -2.04 0.40
H: 2.42 -0.59 1.51
H: 2.01 -2.15 2.38
H: 3.29 -2.01 1.23
H: 0.22 -2.18 0.61
H: 1.63 -2.85 -0.31
H: 1.27 -1.14 -0.22
C: -1.43 0.73 -0.86
C: -0.05 1.41 -0.50
C: -2.56 1.68 -0.77
H: -1.25 0.11 -1.74
H: -1.57 -0.06 -0.06
H: -0.07 2.44 -0.62
H: -3.44 1.43 -1.36
H: -2.71 1.74 0.37
H: 0.77 0.95 -0.94
H: 0.08 1.56 0.54
H: -2.20 2.68 -1.17

Results of the natural (NBO) charge analysis, in e, for atoms 1 through 8:
1. C -0.60
2. C -0.62
3. H 0.20
4. H 0.20
5. H 0.21
6. H 0.21
7. H 0.20
8. H 0.20

C5H14 | ωB97M-V with the def2-TZVPD basis set

Summary:
Structure (SMILES) ... CCC.CC
HOMO energy ... -10.653 eV
Relative energy (zero: lowest compared OMol25 entry of this formula, charge and spin) ... 36.8 kcal/mol

Cartesian coordinates (Å):
C: 2.89 -2.54 0.08
C: 1.85 -1.63 -0.57
H: 2.61 -3.58 -0.04
H: 3.79 -2.23 -0.53
H: 3.21 -2.36 1.03
H: 2.17 -1.24 -1.53
H: 1.84 -0.63 0.14
H: 0.90 -2.24 -0.44
C: -2.01 1.09 -0.09
C: -2.26 2.63 0.09
C: -0.67 0.56 0.50
H: -2.93 0.50 0.29
H: -2.18 0.75 -1.15
H: -1.88 3.16 -0.75
H: -1.90 3.06 0.99
H: -0.44 -0.40 0.09
H: 0.09 1.36 0.25
H: -3.40 2.68 0.02
H: -0.68 0.51 1.61

Results of the natural (NBO) charge analysis, in e, for atoms 1 through 8:
1. C -0.61
2. C -0.61
3. H 0.20
4. H 0.20
5. H 0.20
6. H 0.21
7. H 0.20
8. H 0.21

C5H14 | ωB97M-V with the def2-TZVPD basis set

Summary:
Structure (SMILES) ... CCC.CC
HOMO energy ... -11.059 eV
Relative energy (zero: lowest compared OMol25 entry of this formula, charge and spin) ... 24.1 kcal/mol

Cartesian coordinates (Å):
C: -0.63 -0.24 2.10
C: -2.06 -0.22 2.51
H: -0.44 -0.09 1.06
H: 0.01 0.59 2.56
H: -0.13 -1.22 2.37
H: -2.41 -1.29 2.68
H: -2.65 0.13 1.62
H: -2.40 0.39 3.36
C: 1.05 -0.13 -1.01
C: 2.07 0.47 -2.07
C: -0.31 0.12 -1.62
H: 1.16 -1.27 -0.89
H: 1.18 0.25 0.07
H: 3.07 -0.02 -2.09
H: 2.21 1.52 -1.74
H: -1.13 0.30 -0.93
H: -0.35 1.03 -2.22
H: 1.67 0.50 -3.10
H: -0.48 -0.85 -2.22

Results of the natural (NBO) charge analysis, in e, for atoms 1 through 8:
1. C -0.62
2. C -0.62
3. H 0.21
4. H 0.20
5. H 0.20
6. H 0.21
7. H 0.20
8. H 0.22

C5H14 | ωB97M-V with the def2-TZVPD basis set

Summary:
Structure (SMILES) ... CCC.CC
HOMO energy ... -11.449 eV
Relative energy (zero: lowest compared OMol25 entry of this formula, charge and spin) ... 7.0 kcal/mol

Cartesian coordinates (Å):
C: -1.38 0.61 1.56
C: -2.81 0.09 1.52
H: -0.95 0.40 0.59
H: -1.32 1.68 1.76
H: -0.69 0.08 2.22
H: -3.20 -0.25 2.48
H: -2.81 -0.83 0.93
H: -3.48 0.74 0.97
C: 1.86 -0.01 -0.68
C: 1.74 -1.50 -1.07
C: 0.83 0.82 -1.46
H: 1.70 0.16 0.38
H: 2.85 0.28 -1.01
H: 1.72 -1.64 -2.15
H: 0.81 -1.92 -0.66
H: 1.14 0.94 -2.47
H: -0.19 0.46 -1.37
H: 2.55 -2.06 -0.60
H: 0.81 1.82 -1.03

Results of the natural (NBO) charge analysis, in e, for atoms 1 through 8:
1. C -0.61
2. C -0.61
3. H 0.20
4. H 0.20
5. H 0.20
6. H 0.21
7. H 0.20
8. H 0.21

C5H14 | ωB97M-V with the def2-TZVPD basis set

Summary:
Structure (SMILES) ... CCC.CC
HOMO energy ... -11.032 eV
Relative energy (zero: lowest compared OMol25 entry of this formula, charge and spin) ... 11.7 kcal/mol

Cartesian coordinates (Å):
C: -1.53 -1.02 2.67
C: -2.06 -0.08 1.60
H: -2.32 -1.72 2.95
H: -0.68 -1.63 2.37
H: -1.22 -0.45 3.55
H: -1.32 0.56 1.13
H: -2.68 0.68 2.09
H: -2.53 -0.62 0.79
C: 0.98 0.89 -1.68
C: 1.82 0.20 -2.75
C: 1.03 0.17 -0.32
H: 1.37 1.90 -1.54
H: -0.06 1.09 -1.92
H: 2.39 0.90 -3.36
H: 1.55 0.75 0.44
H: 0.04 0.07 0.11
H: 1.46 -0.83 -0.40
H: 2.57 -0.46 -2.31
H: 1.19 -0.39 -3.43

Results of the natural (NBO) charge analysis, in e, for atoms 1 through 8:
1. C -0.61
2. C -0.61
3. H 0.20
4. H 0.20
5. H 0.20
6. H 0.20
7. H 0.21
8. H 0.20

| no. | F_max (eV/Å) | HOMO-LUMO gap (eV) | lowest unoccupied orbital energy (eV) |
| --- | --- | --- | --- |
| 1 | 2.47 | 12.228 | 1.110 |
| 2 | 5.12 | 12.116 | 1.152 |
| 3 | 4.81 | 11.794 | 1.141 |
| 4 | 3.31 | 12.168 | 1.109 |
| 5 | 1.71 | 12.569 | 1.120 |
| 6 | 1.27 | 12.210 | 1.178 |